# 1
112
Properties=species:S:1:pos:R:3 method="wB97M-V/def2-TZVPD" relative_energy_ev=4.203 smiles="NC(N)=O.NC(N)=O.NC(N)=O.NC(N)=O.NC(N)=O.CC(C)O.CC(C)O.CC(C)O.CC(C)O.CC(C)O.CC(C)O" homo_ev=-8.606 gap_ev=8.7265
N 2.90 2.73 -2.13
C 2.35 1.91 -2.92
N 2.05 2.53 -4.04
O 2.12 0.73 -2.67
H 3.03 2.50 -1.16
H 2.64 3.65 -2.44
H 1.55 2.07 -4.78
H 2.24 3.52 -4.16
N 0.48 -0.16 0.37
C -0.69 0.45 0.10
N -0.45 1.47 -0.61
O -1.80 0.03 0.47
H 0.55 -1.05 0.83
H 1.27 0.38 0.04
H 0.39 1.34 -1.16
H -1.23 1.96 -1.03
N -1.29 -2.97 0.12
C -2.30 -3.66 0.62
N -3.38 -2.93 0.81
O -2.23 -4.75 1.10
H -0.35 -3.31 0.07
H -1.59 -2.01 -0.01
H -4.19 -3.40 1.19
H -3.44 -2.04 0.34
N 4.00 -0.30 1.31
C 3.72 0.91 1.21
N 4.26 1.63 2.14
O 3.12 1.42 0.28
H 3.74 -0.95 0.59
H 4.58 -0.46 2.13
H 4.16 2.62 2.01
H 4.52 1.18 3.01
N -4.54 2.43 0.00
C -3.50 2.97 -0.55
N -2.78 3.48 0.36
O -3.27 3.10 -1.73
H -4.70 2.52 0.99
H -5.26 2.19 -0.67
H -1.79 3.68 0.25
H -3.17 3.21 1.25
C -3.42 0.86 3.31
C -2.95 2.30 3.57
C -1.45 2.42 3.28
O -3.73 3.21 2.88
H -3.28 0.52 2.28
H -4.48 0.65 3.48
H -2.86 0.17 3.94
H -3.13 2.35 4.64
H -1.18 3.43 3.60
H -1.12 2.25 2.25
H -0.82 1.79 3.90
H -4.62 3.30 3.23
C 5.55 -2.21 -1.29
C 4.55 -1.33 -1.98
C 4.49 -1.62 -3.50
O 3.34 -1.39 -1.34
H 6.54 -1.77 -1.40
H 5.53 -3.19 -1.76
H 5.42 -2.42 -0.23
H 4.86 -0.29 -1.88
H 5.51 -1.62 -3.89
H 3.96 -0.80 -3.98
H 4.03 -2.54 -3.86
H 2.95 -0.55 -1.59
C 0.07 4.85 -2.54
C 1.22 5.85 -2.30
C 1.65 5.69 -0.76
O 2.22 5.48 -3.16
H -0.25 4.84 -3.59
H -0.80 5.20 -1.99
H 0.18 3.82 -2.20
H 0.71 6.77 -2.58
H 2.65 6.12 -0.71
H 1.77 4.64 -0.49
H 0.92 6.16 -0.11
H 2.86 6.20 -3.23
C -3.10 -0.89 -3.01
C -4.39 -0.38 -2.31
C -5.65 -1.14 -2.50
O -4.02 -0.53 -0.93
H -3.22 -1.97 -2.98
H -2.11 -0.56 -2.69
H -3.08 -0.62 -4.07
H -4.57 0.64 -2.63
H -6.01 -0.99 -3.52
H -6.52 -0.90 -1.90
H -5.44 -2.20 -2.33
H -3.24 0.00 -0.76
C 1.21 -5.40 0.32
C 2.22 -4.41 -0.26
C 3.07 -5.06 -1.41
O 1.38 -3.37 -0.56
H 0.54 -4.93 1.03
H 1.81 -6.26 0.63
H 0.46 -5.75 -0.40
H 2.88 -4.03 0.52
H 3.87 -5.66 -0.99
H 3.46 -4.22 -1.98
H 2.42 -5.64 -2.06
H 1.87 -2.82 -1.17
C -0.47 -1.90 3.61
C -1.05 -3.01 4.46
C -1.43 -2.47 5.88
O -2.15 -3.55 3.80
H -0.33 -2.28 2.60
H 0.52 -1.63 3.99
H -1.08 -1.00 3.53
H -0.38 -3.86 4.60
H -1.81 -3.23 6.57
H -1.94 -1.52 6.03
H -0.46 -2.25 6.34
H -1.91 -3.97 2.98

# 2
94
Properties=species:S:1:pos:R:3 method="wB97M-V/def2-TZVPD" multiplicity=2 homo_ev="-11.718 / -11.717" gap_ev="7.6715 / 2.8178" total_charge=+1
Ag 2.06 -0.52 1.82
C 3.19 2.93 -1.01
C 3.26 2.40 -2.45
C 4.50 3.01 -3.11
O 5.64 2.27 -2.69
C 6.85 2.59 -3.33
N 3.35 0.90 -2.43
H 2.48 0.59 -1.98
H 3.34 0.44 -3.34
H 4.16 0.61 -1.90
H 2.42 2.36 -0.47
H 2.83 3.96 -0.99
H 4.14 2.97 -0.48
H 2.30 2.57 -2.93
H 4.56 4.07 -2.88
H 4.52 2.77 -4.17
H 6.80 2.44 -4.41
H 7.66 1.92 -3.04
H 7.11 3.62 -3.07
S 0.16 0.36 0.00
O 0.89 1.11 1.06
O 0.44 -1.02 0.42
O -1.29 0.60 -0.02
O 0.78 0.57 -1.31
C -2.40 -1.93 -0.66
C -1.22 -2.85 -0.35
C -1.31 -3.29 1.09
O -1.40 -4.71 1.04
C -1.57 -5.10 -0.28
O -1.85 -6.19 -0.66
O -1.38 -4.05 -1.08
H -3.32 -2.41 -0.32
H -2.66 -1.77 -1.71
H -2.16 -1.01 -0.12
H -0.27 -2.40 -0.62
H -2.12 -2.75 1.59
H -0.40 -3.06 1.64
C -0.41 3.81 -1.76
C -1.56 3.78 -0.75
C -1.01 3.65 0.68
O -1.41 4.84 1.31
C -2.13 5.60 0.46
O -2.48 6.72 0.66
O -2.33 4.97 -0.73
H -0.83 3.76 -2.77
H 0.19 2.90 -1.64
H 0.18 4.71 -1.65
H -2.08 2.87 -1.05
H 0.05 3.46 0.78
H -1.51 2.84 1.21
C 1.12 -0.04 -3.44
C -0.25 0.34 -3.96
C -1.22 0.75 -2.83
O -1.79 1.95 -3.32
C -1.09 2.38 -4.43
O -1.21 3.43 -4.98
O -0.16 1.49 -4.77
H 1.15 -0.84 -2.71
H 1.53 0.84 -2.94
H 1.75 -0.28 -4.30
H -0.70 -0.47 -4.54
H -0.59 0.94 -1.96
H -1.93 -0.05 -2.64
C -0.51 -6.83 3.04
C 0.13 -5.69 3.84
C 1.61 -5.88 4.07
O 2.13 -4.59 3.86
C 1.24 -3.89 3.09
O 1.51 -2.87 2.50
O 0.07 -4.47 3.10
H -1.52 -6.65 2.68
H -0.41 -7.82 3.49
H 0.06 -6.99 2.12
H -0.32 -5.53 4.81
H 2.14 -6.61 3.45
H 1.76 -6.19 5.11
C -1.00 1.13 4.52
C -1.99 0.65 3.45
C -1.89 -0.84 3.04
O -3.24 -1.31 3.00
C -3.99 -0.49 3.73
O -5.17 -0.61 3.92
O -3.23 0.52 4.17
H -1.26 2.03 5.07
H -0.20 1.50 3.86
H -0.51 0.38 5.14
H -2.08 1.34 2.62
H -1.35 -1.47 3.75
H -1.47 -0.95 2.04
C -4.23 1.14 0.37
Br -4.49 2.40 1.82
Br -4.49 1.86 -1.42
Br -5.44 -0.41 0.54
H -3.19 0.82 0.39

# 3
99
Properties=species:S:1:pos:R:3 method="wB97M-V/def2-TZVPD" relative_energy_ev=1.852 homo_ev=-10.389 gap_ev=6.9844 total_charge=+1
Ir 0.33 -1.24 -0.80
C -0.44 -3.36 -4.40
C 0.80 -3.47 -5.04
C 1.86 -2.75 -4.55
C 1.70 -1.92 -3.43
N 0.52 -1.91 -2.76
C -0.52 -2.59 -3.28
N 2.77 -1.09 -3.14
C 2.82 -0.27 -2.16
N 2.06 -0.27 -1.01
C 2.31 0.88 -0.30
N 1.73 1.34 0.75
C 0.74 0.69 1.48
C 0.39 1.31 2.68
C -0.50 0.73 3.54
C -1.06 -0.50 3.19
C -0.69 -1.05 1.98
N 0.17 -0.48 1.13
C 3.39 1.63 -1.00
C 3.97 2.84 -0.71
C 4.89 3.34 -1.64
C 5.20 2.62 -2.79
C 4.62 1.39 -3.05
C 3.71 0.91 -2.13
H -1.31 -3.89 -4.77
H 0.92 -4.10 -5.91
H 2.83 -2.76 -5.01
H -1.45 -2.48 -2.73
H 0.88 2.25 2.91
H -0.76 1.20 4.48
H -1.77 -1.01 3.81
H -1.13 -1.98 1.67
H 3.74 3.37 0.20
H 5.36 4.29 -1.46
H 5.90 3.04 -3.50
H 4.86 0.82 -3.94
C -0.20 4.95 2.13
C 0.78 5.22 1.00
C 0.20 4.91 -0.37
N -0.04 3.47 -0.50
C -0.74 2.86 -1.45
S -0.51 1.27 -1.95
N -1.67 3.58 -2.16
C -2.57 4.61 -1.77
O -3.00 5.35 -2.62
C -3.02 4.64 -0.35
C -3.46 5.86 0.17
C -3.94 5.92 1.46
C -4.01 4.77 2.23
C -3.61 3.55 1.70
C -3.11 3.48 0.41
H 0.28 5.07 3.10
H -0.61 3.95 2.07
H -1.04 5.65 2.09
H 1.70 4.64 1.14
H 1.07 6.28 1.00
H 0.89 5.21 -1.16
H -0.72 5.47 -0.50
H 0.59 2.87 0.02
H -1.82 3.27 -3.11
H -3.41 6.74 -0.46
H -4.28 6.87 1.86
H -4.40 4.82 3.24
H -3.70 2.65 2.29
H -2.84 2.52 -0.01
C 0.94 -4.61 -1.30
P 0.47 -3.38 -0.06
C -0.99 -4.18 0.67
C -1.12 -4.39 2.04
C -2.27 -4.98 2.55
C -3.31 -5.34 1.70
C -3.20 -5.10 0.33
C -2.05 -4.52 -0.18
C 1.79 -3.55 1.17
C 2.65 -2.49 1.44
C 3.71 -2.65 2.31
C 3.92 -3.87 2.94
C 3.06 -4.93 2.69
C 2.01 -4.78 1.80
H 1.09 -5.55 -0.78
H 1.87 -4.29 -1.77
H 0.18 -4.73 -2.07
H -0.33 -4.11 2.72
H -2.36 -5.16 3.61
H -4.20 -5.79 2.09
H -4.01 -5.36 -0.33
H -1.98 -4.33 -1.24
H 2.48 -1.54 0.95
H 4.38 -1.82 2.50
H 4.75 -3.99 3.62
H 3.21 -5.88 3.18
H 1.35 -5.62 1.61
C -3.89 -1.61 0.24
C -2.72 -0.82 -0.32
O -2.80 0.38 -0.40
O -1.69 -1.59 -0.65
H -4.49 -0.95 0.86
H -3.55 -2.47 0.80
H -4.51 -1.97 -0.59